{
  "formula": "C5H9NO",
  "method": "the ωB97M-V functional and the def2-TZVPD basis",
  "homo_ev": -9.62,
  "homo_lumo_gap_ev": 10.5,
  "e_above_lowest_kj_mol": 79.5,
  "smiles": "C[C@@H]1C(=O)N[C@@H]1C",
  "symbols": ["C", "C", "C", "O", "N", "C", "C", "H", "H", "H", "H", "H", "H", "H", "H", "H"],
  "coordinates": [[-1.02, 0.26, -1.32], [-0.98, 0.08, 0.19], [-0.57, 1.42, 0.81], [-1.12, 2.46, 1.08], [0.73, 0.99, 0.91], [0.38, -0.42, 0.74], [1.28, -1.29, -0.12], [-1.88, 0.86, -1.61], [-1.05, -0.69, -1.86], [-0.11, 0.79, -1.62], [-1.88, -0.39, 0.60], [1.46, 1.40, 1.48], [0.24, -0.91, 1.72], [1.31, -0.94, -1.16], [0.90, -2.32, -0.12], [2.30, -1.30, 0.28]],
  "nbo_charge": [-0.609, -0.314, 0.693, -0.580, -0.639, -0.029, -0.627, 0.228, 0.211, 0.214, 0.224, 0.398, 0.182, 0.215, 0.217, 0.217]
}